(1)
Formula: C17H24N4O5
Source: the OMol25 dataset
Level of theory: wB97M-V/def2-TZVPD

Summary:
relative energy (zero: lowest compared OMol25 entry of this formula, charge and spin)	185.9	kcal/mol
frontier orbital gap	3.9	eV

Last column: Löwdin charge in e.
CARTESIAN COORDINATES (ANGSTROEM)
C  5.697  0.129  2.924  -0.077
O  4.396  0.636  2.574  -0.070
C  3.385  -0.258  2.723  -0.614
N  2.185  0.435  2.464  0.024
N  1.101  -0.209  2.701  0.024
C  -0.071  0.404  2.456  -0.320
C  -0.053  1.745  1.878  -0.066
C  -1.226  -0.483  2.750  -0.144
C  -2.462  0.329  3.044  -0.386
O  -2.670  1.350  2.386  0.053
N  -3.381  -0.124  3.944  -0.138
C  -4.657  0.558  4.086  -0.039
C  -3.174  -1.134  4.982  -0.037
O  3.537  -1.409  3.013  0.051
H  6.382  0.980  2.884  0.082
H  5.707  -0.289  3.933  0.085
H  6.055  -0.655  2.244  0.087
H  -0.890  2.364  2.170  0.055
H  0.802  2.316  2.233  0.072
H  -0.053  1.716  0.775  0.080
H  -0.843  -1.074  3.713  0.159
H  -4.750  1.491  3.523  0.095
H  -5.431  -0.152  3.786  0.082
H  -4.849  0.761  5.141  0.084
H  -2.119  -1.416  5.122  0.093
H  -3.547  -0.716  5.933  0.093
H  -3.801  -2.003  4.737  0.072
C  2.311  -1.282  -1.005  -0.058
C  0.842  -1.012  -0.828  -0.188
O  0.465  -1.706  0.404  0.003
C  -0.851  -1.642  0.623  -0.405
C  -1.178  -1.883  2.150  -0.071
N  -2.431  -2.768  2.068  0.035
C  -3.545  -2.336  1.415  0.004
C  -4.804  -2.747  1.781  -0.015
C  -4.963  -3.751  2.734  -0.031
C  -3.814  -4.339  3.259  -0.044
C  -2.582  -3.874  2.859  -0.012
O  -1.610  -1.248  -0.275  0.067
H  2.749  -0.585  -1.726  0.083
H  2.866  -1.155  -0.072  0.076
H  2.471  -2.277  -1.420  0.076
H  0.636  0.057  -0.650  0.123
H  0.248  -1.377  -1.682  0.126
H  -0.396  -2.703  2.349  0.187
H  -3.408  -1.671  0.588  0.127
H  -5.629  -2.220  1.318  0.125
H  -5.953  -4.024  3.070  0.119
H  -3.903  -5.114  4.031  0.129
H  -1.681  -4.342  3.240  0.144

(2)
Formula: C37H32MnN5O5
Source: the OMol25 dataset
Level of theory: wB97M-V/def2-TZVPD

Summary:
2S+1	2
frontier orbital gap (spin up / spin down)	7.1 / 7.1	eV
net charge	+1

Last column: Löwdin charge in e.
CARTESIAN COORDINATES (ANGSTROEM)
Mn  -0.267  1.019  0.423  0.800
C  -2.650  3.594  -2.702  -0.056
O  -1.758  4.389  -1.911  0.047
C  -1.281  3.590  -0.956  -0.294
N  -1.734  2.391  -0.907  0.142
C  -2.835  2.304  -1.858  -0.220
C  -2.936  1.020  -2.643  -0.179
C  -3.918  0.895  -3.621  -0.034
C  -4.100  -0.306  -4.282  -0.069
C  -3.303  -1.396  -3.972  -0.075
C  -2.306  -1.272  -3.019  -0.066
C  -2.128  -0.070  -2.358  -0.050
C  -0.327  4.077  0.037  -0.155
C  0.241  5.342  0.034  0.048
C  1.081  5.695  1.085  -0.001
C  1.366  4.762  2.070  0.047
C  0.792  3.498  1.971  -0.148
N  -0.064  3.176  0.994  0.118
C  1.134  2.364  2.820  -0.294
N  0.980  1.164  2.388  0.132
C  1.477  0.247  3.398  -0.224
C  1.876  1.205  4.559  -0.042
O  1.675  2.518  4.026  0.050
C  0.448  -0.778  3.802  -0.204
C  0.828  -2.082  4.086  -0.036
C  -0.105  -2.992  4.551  -0.071
C  -1.423  -2.604  4.720  -0.074
C  -1.815  -1.314  4.402  -0.065
C  -0.882  -0.402  3.944  -0.051
H  -2.170  3.386  -3.667  0.141
H  -3.568  4.161  -2.862  0.137
H  -3.754  2.375  -1.255  0.170
H  -4.546  1.738  -3.865  0.117
H  -4.872  -0.392  -5.033  0.109
H  -3.462  -2.338  -4.472  0.106
H  -1.668  -2.113  -2.782  0.111
H  -1.345  0.028  -1.604  0.065
H  0.020  6.023  -0.770  0.129
H  1.528  6.675  1.114  0.123
H  2.024  4.987  2.892  0.129
H  2.357  -0.265  2.987  0.153
H  2.921  1.111  4.858  0.135
H  1.233  1.082  5.437  0.140
H  1.859  -2.381  3.968  0.114
H  0.206  -3.997  4.794  0.108
H  -2.140  -3.312  5.105  0.106
H  -2.843  -1.010  4.528  0.111
H  -1.184  0.608  3.696  0.115
O  -1.759  -0.207  0.980  -0.209
N  -1.598  -1.475  1.006  0.023
N  -0.484  -1.903  0.568  -0.215
O  0.449  -1.096  0.134  -0.136
C  -0.231  -3.288  0.575  -0.185
C  -1.275  -4.199  0.711  -0.012
C  -0.992  -5.551  0.676  -0.071
C  0.313  -5.994  0.517  -0.079
C  1.346  -5.080  0.396  -0.073
C  1.080  -3.724  0.421  -0.015
H  -2.287  -3.850  0.828  0.110
H  -1.794  -6.266  0.762  0.108
H  0.522  -7.052  0.488  0.106
H  2.361  -5.422  0.279  0.105
H  1.863  -2.990  0.323  0.106
C  3.869  1.079  -0.343  0.018
C  2.530  1.040  -1.027  -0.329
O  1.573  1.694  -0.563  -0.031
C  2.371  0.290  -2.268  -0.160
C  3.302  -0.638  -2.742  -0.010
C  3.071  -1.303  -3.930  -0.059
C  1.927  -1.044  -4.671  -0.049
C  0.996  -0.124  -4.212  -0.056
C  1.213  0.531  -3.021  -0.013
H  3.830  1.760  0.505  0.085
H  4.637  1.419  -1.037  0.101
H  4.150  0.088  0.007  0.096
H  4.198  -0.852  -2.182  0.113
H  3.788  -2.028  -4.285  0.110
H  1.755  -1.561  -5.603  0.112
H  0.103  0.077  -4.787  0.112
H  0.512  1.272  -2.655  0.104

(3)
Formula: C4H8N2O
Source: the OMol25 dataset
Level of theory: wB97M-V/def2-TZVPD

Summary:
SMILES string	[H]/N=C/[C@@](C)(O)C#N.[H][H]
relative energy (zero: lowest compared OMol25 entry of this formula, charge and spin)	63.7	kcal/mol
frontier orbital gap	11.8	eV

Last column: Löwdin charge in e.
CARTESIAN COORDINATES (ANGSTROEM)
H  -0.204  -1.060  2.795  0.073
N  -0.392  -1.268  1.815  0.127
C  -0.273  -0.250  1.075  -0.155
C  -0.475  -0.443  -0.425  -0.579
C  0.888  -0.355  -1.129  -0.011
O  -1.067  -1.679  -0.685  0.004
C  -1.351  0.655  -0.914  -0.145
N  -1.997  1.542  -1.283  0.171
H  -0.009  0.756  1.416  0.099
H  0.752  -0.555  -2.195  0.098
H  1.538  -1.127  -0.705  0.096
H  1.355  0.627  -1.004  0.067
H  -1.081  -2.150  0.170  0.084
H  0.904  2.783  0.388  0.036
H  1.506  2.533  0.748  0.035

(4)
Formula: C3H5N3O
Source: the OMol25 dataset
Level of theory: wB97M-V/def2-TZVPD

Summary:
relative energy (zero: lowest compared OMol25 entry of this formula, charge and spin)	127.2	kcal/mol
frontier orbital gap	9.2	eV

Last column: Löwdin charge in e.
CARTESIAN COORDINATES (ANGSTROEM)
N  0.835  1.577  -0.075  0.083
C  0.450  0.183  -0.062  -0.305
C  1.614  -0.503  -0.216  -0.113
O  1.312  -1.804  -0.142  -0.084
N  -0.069  -1.968  0.058  0.088
C  -0.586  -0.761  0.125  -0.388
N  -1.937  -0.572  0.409  0.101
H  0.503  2.146  -0.852  0.128
H  0.729  2.084  0.803  0.131
H  1.967  0.994  -0.235  0.185
H  -2.388  0.081  -0.220  0.084
H  -2.430  -1.457  0.406  0.089

(5)
Formula: C4H6NO2
Source: the OMol25 dataset
Level of theory: wB97M-V/def2-TZVPD

Summary:
relative energy (zero: lowest compared OMol25 entry of this formula, charge and spin)	121.0	kcal/mol
2S+1	3
frontier orbital gap (spin up / spin down)	5.0 / 4.9	eV
net charge	+1

Last column: Löwdin charge in e.
CARTESIAN COORDINATES (ANGSTROEM)
C  0.038  -1.441  0.075  0.208
C  -0.353  -0.265  0.008  -0.353
C  0.445  1.045  -0.201  -0.140
C  -1.928  -0.118  0.076  -0.018
N  2.419  -0.293  0.159  0.132
O  3.557  -0.186  0.237  0.320
O  1.751  0.973  0.205  0.047
H  0.450  -2.430  0.166  0.095
H  0.391  1.435  -1.340  0.205
H  -0.123  1.845  0.311  0.162
H  -2.226  0.759  -0.627  0.124
H  -2.209  -0.161  1.193  0.123
H  -2.212  -1.163  -0.263  0.095

(6)
Formula: C17H25BrF5NO4S
Source: the OMol25 dataset
Level of theory: wB97M-V/def2-TZVPD

Summary:
frontier orbital gap	8.7	eV

Last column: Löwdin charge in e.
CARTESIAN COORDINATES (ANGSTROEM)
C  3.167  1.901  -0.230  -0.106
C  2.703  1.061  -1.424  -0.254
C  3.010  -0.435  -1.266  -0.222
C  2.443  -1.074  0.004  -0.184
C  0.904  -1.175  0.097  -0.149
C  0.247  -1.407  -1.266  -0.104
C  -1.182  -1.970  -1.255  -0.239
C  -1.656  -2.389  -2.675  -0.357
F  -2.866  -2.993  -2.583  0.149
F  -0.780  -3.278  -3.186  0.159
C  -1.831  -1.292  -3.763  -0.546
F  -2.062  -1.857  -4.932  0.206
F  -2.868  -0.506  -3.457  0.176
F  -0.752  -0.515  -3.881  0.175
O  -1.056  -3.276  -0.588  -0.133
S  -1.784  -3.341  0.818  0.628
O  -0.864  -3.776  1.818  -0.201
O  -3.060  -3.961  0.654  -0.201
O  -1.970  -1.756  0.939  -0.216
C  -2.311  -1.316  -0.385  -0.291
C  -2.726  0.168  -0.483  -0.578
Br  -3.621  0.624  1.207  0.798
C  -1.661  1.223  -0.763  -0.297
C  -2.264  2.579  -1.158  -0.099
H  3.313  2.943  -0.524  0.071
H  2.450  1.860  0.592  0.054
H  4.119  1.522  0.160  0.080
H  3.203  1.415  -2.332  0.106
H  1.628  1.221  -1.588  0.089
H  2.698  -0.984  -2.161  0.102
H  4.104  -0.533  -1.227  0.114
H  2.794  -0.509  0.875  0.107
H  2.866  -2.080  0.112  0.117
H  0.663  -1.968  0.802  0.100
H  0.530  -0.235  0.523  0.104
H  0.291  -0.483  -1.830  0.086
H  0.836  -2.138  -1.832  0.138
H  -3.216  -1.871  -0.662  0.142
H  -3.527  0.253  -1.213  0.092
H  -1.021  1.351  0.114  0.091
H  -1.031  0.904  -1.591  0.086
H  -3.134  2.825  -0.546  0.050
H  -2.584  2.570  -2.205  0.080
H  -1.532  3.380  -1.038  0.077
N  0.400  2.087  3.343  0.002
C  1.513  2.774  3.751  -0.150
C  1.864  2.303  4.987  -0.112
C  0.924  1.296  5.340  -0.110
C  0.032  1.188  4.307  -0.139
H  -0.080  2.226  2.473  0.126
H  1.957  3.533  3.130  0.102
H  2.700  2.643  5.575  0.089
H  0.905  0.719  6.249  0.090
H  -0.827  0.553  4.175  0.105

no.,energy (eV)
1,-34210.69904
2,-87888.58091
3,-9303.62927
4,-9705.06883
5,-9812.81637
6,-122179.55267